No. 1
Below is 6 unconnected molecules or ions with the total composition C6H18N6O12, with properties calculated with ωB97M-V with the def2-TZVPD basis set.

## Properties
SMILES = C[N+](=O)[O-].C[N+](=O)[O-].C[N+](=O)[O-].C[N+](=O)[O-].C[N+](=O)[O-].C[N+](=O)[O-]
ΔE to the lowest compared entry with this formula, charge and spin = 10.54 kcal/mol
Net charge = 0
Highest occupied orbital energy = -0.384 hartree
Calculated total energy = -1470.239575 Ha
Lowest unoccupied orbital energy = -0.0106 Eh
HOMO-LUMO gap = 10.16 eV

Each line ends with the Löwdin charge.
CARTESIAN COORDINATES (ANGSTROEM)
C: -1.19301 0.46550 -0.76689  0.048
N: -0.70247 0.10540 0.59103  -0.401
O: 0.49950 -0.15395 0.66313  0.018
O: -1.47334 0.08643 1.52366  0.087
H: -1.26488 1.55104 -0.76022  0.105
H: -2.15450 -0.01295 -0.91942  0.086
H: -0.49046 0.12180 -1.51306  0.081
C: 3.15924 -1.25714 2.67560  0.011
N: 4.60674 -1.16711 3.01189  -0.459
O: 4.98701 -0.07973 3.38743  0.059
O: 5.28272 -2.15535 2.89406  0.073
H: 3.03014 -2.09881 1.99873  0.082
H: 2.82033 -0.32550 2.24454  0.075
H: 2.60134 -1.51949 3.57234  0.102
C: 0.48774 3.91612 -4.90702  0.057
N: 0.95530 3.01990 -3.80326  -0.454
O: 2.08258 2.60422 -3.85174  0.073
O: 0.17764 2.74334 -2.91897  0.057
H: 0.50426 3.33764 -5.82324  0.102
H: 1.24480 4.69877 -4.93200  0.101
H: -0.46905 4.35482 -4.65810  0.095
C: 2.49445 0.10860 -1.31540  0.039
N: 3.37706 -0.75045 -0.48442  -0.439
O: 4.15716 -0.23622 0.27516  0.062
O: 3.21051 -1.94767 -0.54905  0.061
H: 1.76300 0.44380 -0.57587  0.059
H: 1.95849 -0.55876 -1.97885  0.099
H: 3.05855 0.92599 -1.74098  0.094
C: -2.02133 -4.58129 -1.63084  0.048
N: -2.55555 -3.26168 -1.23492  -0.435
O: -3.41972 -3.18186 -0.38512  0.085
O: -2.09337 -2.28953 -1.82502  0.034
H: -0.93834 -4.54218 -1.59943  0.101
H: -2.44090 -4.82125 -2.60056  0.105
H: -2.34625 -5.27839 -0.86058  0.099
C: -3.63333 1.51515 4.47700  0.035
N: -4.77228 1.88127 3.61528  -0.449
O: -4.89329 3.03731 3.26688  0.065
O: -5.55685 0.98791 3.33580  0.059
H: -3.28684 2.43412 4.94524  0.096
H: -2.88645 1.02974 3.85275  0.090
H: -3.86635 0.85045 5.30447  0.098

---

No. 2
Below is a molecular structure, C33H51Br3CaClF5N3O14S2, with properties calculated with ωB97M-V with the def2-TZVPD basis set.

## Properties
Net charge = -1
Highest occupied orbital energy = -0.152 hartree
Calculated total energy = -12660.303050 Ha
Lowest unoccupied orbital energy = -0.0797 Eh
HOMO-LUMO gap = 1.95 eV

Each line ends with the Löwdin charge.
CARTESIAN COORDINATES (ANGSTROEM)
C: -6.78548 2.33878 2.84992  -0.105
C: -6.04653 2.00698 1.38880  -0.339
C: -4.78727 2.99903 1.05222  -0.152
C: -5.73570 0.40583 1.26199  -0.102
C: -4.18923 -0.04169 1.55653  -0.305
C: -4.33503 -1.70808 1.54532  -0.022
C: -4.50096 -2.49865 0.08397  -0.076
C: -4.69333 -4.14904 0.14964  -0.038
C: -4.71013 -4.82146 1.64335  -0.078
N: -4.53677 -4.13881 2.97005  0.006
C: -4.37117 -2.64818 2.88626  -0.030
O: -3.13222 0.24906 0.55883  -0.155
C: -2.00433 1.04785 1.14377  -0.213
O: -0.82545 1.36152 0.59697  0.040
O: -2.34733 1.50877 2.53027  0.004
C: -3.39872 0.49824 2.88619  -0.185
C: -4.19408 0.69166 4.30645  -0.112
C: -3.25710 0.32781 5.64309  -0.112
C: -4.17544 -0.54688 6.68412  -0.111
F: -5.67626 -0.42891 6.77342  -0.095
C: -3.47108 -1.50440 7.60558  -0.033
F: -2.81048 -2.75819 7.13893  -0.385
F: -3.48861 -1.15120 9.07413  -0.077
H: -6.12235 2.99067 3.55997  0.069
H: -6.96250 1.30851 3.42650  0.069
H: -7.86699 2.77307 2.65907  0.082
H: -6.88576 2.24965 0.57502  0.135
H: -4.22380 3.25840 2.05511  0.082
H: -4.08985 2.64759 0.18111  0.059
H: -5.26541 4.03062 0.68811  0.082
H: -5.97424 0.07153 0.14094  0.112
H: -6.44307 -0.23874 1.95543  0.137
H: -4.50106 -1.88592 -0.91288  -0.097
H: -4.84803 -4.75233 -0.85144  0.083
H: -4.88167 -6.00310 1.67625  0.118
H: -4.25978 -2.07068 3.92588  0.091
H: -2.69564 -0.43343 3.13763  0.163
H: -4.49736 1.83333 4.45938  0.122
H: -5.12584 -0.01806 4.29972  0.114
H: -2.23424 -0.18124 5.35219  0.141
H: -3.00305 1.35299 6.19785  0.128
Ca: -3.48366 -0.56383 -2.02423  1.521
C: 2.19382 1.23279 -2.62120  -0.212
C: 2.69822 -0.13457 -3.08002  -0.194
C: 1.55244 -0.82078 -3.82190  -0.218
S: 0.54766 0.48701 -4.50873  0.677
O: -0.74851 0.45884 -3.86429  -0.394
O: 0.69703 0.49614 -5.95028  -0.335
C: 1.48841 1.83768 -3.82587  -0.226
H: 3.01084 1.87073 -2.27173  0.126
H: 1.48440 1.10683 -1.79458  0.117
H: 3.54923 -0.00041 -3.75878  0.124
H: 3.04312 -0.74223 -2.23759  0.120
H: 1.92084 -1.45818 -4.62970  0.112
H: 0.92816 -1.40574 -3.14088  0.088
H: 0.82294 2.66227 -3.56474  0.114
H: 2.20908 2.16013 -4.58331  0.110
Cl: -3.10336 -4.17368 5.66600  -0.160
C: 0.82156 -3.90753 -1.52614  -0.147
C: 0.74383 -5.39704 -1.61732  -0.128
O: 0.95632 -5.65039 -2.99310  0.056
C: 1.63940 -4.57935 -3.49303  -0.518
O: 2.13575 -4.53774 -4.60640  0.116
O: 1.69529 -3.56202 -2.58452  0.031
H: 1.22228 -3.56941 -0.56659  0.094
H: -0.14748 -3.42691 -1.69658  0.112
H: 1.53166 -5.89292 -1.04050  0.144
H: -0.22774 -5.78339 -1.29724  0.134
C: 4.29201 -2.79995 2.29370  -0.071
C: 3.46374 -2.37131 1.07130  -0.655
C: 2.94034 -0.94165 1.28822  -0.074
O: 2.41951 -3.17695 0.98570  -0.189
H: 3.70811 -2.78437 3.22337  0.078
H: 4.69792 -3.81180 2.16882  0.070
H: 5.14318 -2.12261 2.43309  0.039
H: 4.17396 -2.30701 0.23468  0.115
H: 2.30633 -0.85720 2.18069  0.080
H: 2.35640 -0.59251 0.42717  0.055
H: 3.77780 -0.24565 1.41751  0.049
C: 1.94566 2.25121 -8.67850  -1.594
Br: 3.87498 2.28990 -8.43249  0.557
Br: 1.14538 4.00249 -8.40169  0.570
Br: 1.45060 1.49303 -10.40024  0.559
H: 1.53830 1.58815 -7.90815  -0.060
C: 2.03651 2.52314 4.17406  -0.075
C: 2.42182 1.67939 5.34082  -0.334
O: 3.09626 0.59077 4.75182  0.146
C: 3.64594 1.09033 3.60947  -0.505
O: 4.52498 0.53382 2.97272  0.112
O: 3.09724 2.29603 3.26785  0.076
F: 1.32647 1.20771 5.97753  0.081
H: 1.09354 2.20693 3.71559  0.148
H: 1.96252 3.58270 4.43339  0.143
H: 3.08340 2.17863 6.05677  0.174
F: -4.60359 4.27658 -0.84095  -0.731
C: -1.35287 6.53968 -11.56506  -0.725
O: -2.23653 7.15982 -12.13528  0.018
N: -1.37732 6.28793 -10.24380  0.152
N: -0.27566 6.05247 -12.20684  0.150
H: -0.65918 5.77908 -9.75639  0.026
H: -2.17104 6.63736 -9.72299  0.114
H: -0.21827 6.21986 -13.20288  0.111
H: 0.46211 5.53943 -11.75456  0.090
C: 8.86968 0.06382 3.12553  -0.274
S: 8.89407 -1.31196 1.95068  0.809
O: 7.47728 -1.76351 1.75523  -0.545
C: 9.69258 -2.49251 3.06498  -0.279
H: 8.37394 0.91508 2.65312  0.050
H: 8.31898 -0.22258 4.02458  0.058
H: 9.89412 0.34055 3.38494  0.046
H: 9.09077 -2.62026 3.96799  0.058
H: 10.68988 -2.13116 3.32644  0.047
H: 9.78000 -3.45209 2.54967  0.048